No. 1
C26H22F9N5O3Pt | ωB97M-V with the def2-TZVPD basis set

Calculated values
HOMO level (spin up / spin down) (eV): -12.89 / -14.34
⟨S²⟩: 6.073
Frontier orbital gap (spin up / spin down) (eV): 6.559 / 5.175
Multiplicity: 5
E_LUMO (spin up / spin down) (Ha): -0.233 / -0.337
Charge: +2
E_tot (eV): -68597.107

XYZ file:
```
66
C26H22F9N5O3Pt (ωB97M-V with the def2-TZVPD basis set)
Pt -0.73 -0.53 1.56
C -1.83 3.45 -6.78
O -0.84 2.43 -6.92
C -1.08 1.19 -6.55
C -0.01 0.28 -6.70
C -0.10 -0.98 -6.21
C -1.30 -1.41 -5.57
C -2.43 -0.54 -5.57
C -2.31 0.74 -6.01
N -1.32 -2.61 -4.97
N -2.16 -3.05 -4.08
C -2.09 -2.97 -2.76
C -3.30 -3.14 -2.02
C -3.42 -2.70 -0.73
C -2.33 -2.05 -0.12
O -2.42 -1.38 1.00
C -1.06 -2.13 -0.74
N -0.02 -1.64 0.01
C 1.21 -1.70 -0.49
C 1.46 -2.19 -1.76
C 0.42 -2.63 -2.56
C -0.88 -2.61 -2.04
H -1.34 4.38 -7.03
H -2.20 3.49 -5.75
H -2.67 3.28 -7.46
H 0.89 0.62 -7.21
H 0.73 -1.68 -6.30
H -3.37 -0.90 -5.16
H -3.16 1.41 -5.94
H -4.15 -3.58 -2.53
H -4.34 -2.81 -0.18
H 2.02 -1.37 0.15
H 2.48 -2.23 -2.13
H 0.61 -2.99 -3.56
N 1.01 0.10 2.12
C 1.88 0.59 2.72
N 2.85 1.14 3.35
C 3.37 0.63 4.63
C 4.78 0.09 4.41
C 5.67 1.17 3.77
C 5.06 1.69 2.47
C 3.65 2.22 2.72
H 2.70 -0.14 5.02
H 3.40 1.46 5.34
H 4.74 -0.79 3.77
H 5.19 -0.22 5.37
H 6.66 0.75 3.57
H 5.80 2.00 4.47
H 5.02 0.89 1.73
H 5.66 2.50 2.05
H 3.17 2.54 1.80
H 3.68 3.06 3.42
F -1.04 2.61 4.56
C -2.28 2.11 4.48
F -2.97 2.86 3.64
F -2.83 2.16 5.68
C -2.20 0.64 3.92
O -1.64 0.75 2.66
C -1.33 -0.25 4.87
F -1.12 -1.45 4.30
F -1.88 -0.43 6.05
F -0.11 0.29 5.03
C -3.65 0.03 3.83
F -4.32 0.63 2.86
F -4.31 0.17 4.97
F -3.58 -1.27 3.54
```


No. 2
C19H25NO5 | ωB97M-V with the def2-TZVPD basis set

Calculated values
ΔE to the lowest compared entry with this formula, charge and spin (eV): 4.585
HOMO level (eV): -8.21
Frontier orbital gap (eV): 8.768
SMILES: COC(=O)[C@H]1C(=O)c2c([nH]c(C(=O)OC3CCCCC3)c2C)C[C@@H]1C
E_LUMO (Ha): 0.021
Charge: 0
E_tot (eV): -31833.849

XYZ file:
```
50
C19H25NO5 (ωB97M-V with the def2-TZVPD basis set)
C 4.74 -4.35 4.00
O 3.99 -3.99 2.87
C 3.79 -2.60 2.74
O 3.93 -1.80 3.67
C 3.29 -1.87 1.40
C 1.85 -2.22 1.47
O 1.56 -3.40 1.29
C 0.85 -1.16 1.47
C 1.14 0.19 1.59
N -0.04 0.88 1.43
C -1.16 0.02 1.33
C -2.58 0.36 1.27
O -3.31 -0.07 2.11
O -2.85 1.37 0.43
C -4.20 1.94 0.43
C -4.03 3.13 -0.60
C -4.09 2.63 -2.08
C -5.27 1.65 -2.47
C -6.13 1.36 -1.26
C -5.25 0.91 -0.06
C -0.59 -1.30 1.21
C -1.22 -2.52 1.30
C 2.56 0.47 1.86
C 3.59 -0.41 1.22
C 3.56 -0.16 -0.31
H 5.16 -5.42 3.95
H 5.69 -3.84 4.03
H 4.21 -4.13 4.88
H 3.87 -2.42 0.65
H -0.17 1.83 1.59
H -4.40 2.29 1.43
H -3.12 3.69 -0.27
H -4.82 3.87 -0.48
H -4.13 3.51 -2.74
H -3.21 1.99 -2.27
H -5.91 2.14 -3.29
H -4.95 0.68 -2.89
H -6.86 0.56 -1.60
H -6.67 2.29 -0.88
H -4.85 0.03 -0.42
H -5.87 0.44 0.75
H -2.35 -2.54 1.23
H -0.93 -2.92 2.25
H -0.79 -3.22 0.49
H 2.61 0.61 2.96
H 2.68 1.41 1.38
H 4.56 -0.14 1.66
H 3.94 0.78 -0.67
H 2.56 0.04 -0.68
H 3.87 -1.01 -0.91
```


No. 3
H10LiO9P | ωB97M-V with the def2-TZVPD basis set

Calculated values
HOMO level (eV): 0.67
Frontier orbital gap (eV): 3.691
E_LUMO (Ha): 0.160
Charge: -2
E_tot (eV): -28089.337

XYZ file:
```
21
H10LiO9P (ωB97M-V with the def2-TZVPD basis set)
Li 0.84 -0.09 0.65
P -0.83 -1.88 0.03
O -1.64 -2.09 -1.25
O -1.02 -3.00 1.05
O -1.08 -0.47 0.68
O 0.73 -1.75 -0.27
O 2.55 0.35 1.67
H 3.08 1.15 1.64
H 3.11 -0.32 2.10
O -0.92 1.40 2.55
H -1.07 0.68 1.86
H -1.49 2.12 2.27
O -2.18 1.61 -0.49
H -2.79 1.20 -1.11
H -1.73 0.80 -0.06
O 0.75 1.50 -0.83
H -0.23 1.54 -0.87
H 1.05 1.66 -1.73
O 1.25 -1.27 -2.85
H 1.15 -1.45 -1.86
H 0.47 -1.70 -3.21
```


No. 4
C6H10 | ωB97M-V with the def2-TZVPD basis set

Calculated values
ΔE to the lowest compared entry with this formula, charge and spin (eV): 1.008
HOMO level (eV): -9.22
Frontier orbital gap (eV): 10.327
SMILES: C=CCC(=C)C
E_LUMO (Ha): 0.041
Charge: 0
E_tot (eV): -6382.851

XYZ file:
```
16
C6H10 (ωB97M-V with the def2-TZVPD basis set)
C 1.59 2.07 0.16
C 1.15 0.96 -0.41
C 0.82 -0.29 0.35
C -0.62 -0.76 0.21
C -1.11 -1.66 1.05
C -1.40 -0.33 -1.00
H 1.61 2.14 1.24
H 1.81 2.98 -0.39
H 1.03 0.94 -1.49
H 1.05 -0.16 1.42
H 1.47 -1.11 0.03
H -2.08 -2.11 0.89
H -0.54 -1.97 1.91
H -0.85 -0.61 -1.90
H -1.56 0.75 -1.05
H -2.36 -0.84 -1.02
```


No. 5
C4H9N3 | ωB97M-V with the def2-TZVPD basis set

Calculated values
ΔE to the lowest compared entry with this formula, charge and spin (eV): 1.887
HOMO level (eV): -19.39
Frontier orbital gap (eV): 9.754
SMILES: C=[N+]1CN(C=[NH2+])C1
E_LUMO (Ha): -0.354
Charge: +2
E_tot (eV): -8743.863

XYZ file:
```
16
C4H9N3 (ωB97M-V with the def2-TZVPD basis set)
C -2.75 0.10 0.21
N -1.50 0.07 -0.04
C -0.62 -1.03 -0.12
N 0.57 -0.20 0.11
C 1.84 -0.49 0.04
N 2.84 0.45 0.05
C -0.41 1.08 -0.07
H -3.50 0.97 0.11
H -3.23 -0.83 0.67
H -0.50 -1.41 -1.14
H -0.86 -1.84 0.56
H 2.09 -1.54 -0.06
H 3.77 -0.08 0.11
H 2.73 1.45 0.19
H -0.20 1.89 0.52
H -0.28 1.39 -1.12
```


No. 6
C37H37FN7O5PRe | ωB97M-V with the def2-TZVPD basis set

Calculated values
ΔE to the lowest compared entry with this formula, charge and spin (eV): 1.148
HOMO level (spin up / spin down) (eV): -13.93 / -14.23
⟨S²⟩: 0.766
Frontier orbital gap (spin up / spin down) (eV): 6.146 / 6.662
Multiplicity: 2
E_LUMO (spin up / spin down) (Ha): -0.286 / -0.278
Charge: +2
E_tot (eV): -73761.450

XYZ file:
```
89
C37H37FN7O5PRe (ωB97M-V with the def2-TZVPD basis set)
Re -0.01 -0.34 -0.09
O -2.91 -0.28 -4.00
C -2.02 -0.46 -3.05
O -2.22 -0.23 -1.87
C -0.73 -1.01 -3.52
C -0.43 -1.34 -4.84
C 0.78 -1.96 -5.11
C 1.64 -2.27 -4.06
C 1.27 -1.86 -2.78
N 0.13 -1.24 -2.53
C 2.10 -2.16 -1.53
O 3.03 -2.93 -1.58
O 1.68 -1.54 -0.49
H -3.77 0.03 -3.69
H -1.14 -1.12 -5.62
H 1.04 -2.24 -6.12
H 2.56 -2.80 -4.21
N -5.06 4.40 2.28
C -4.79 3.11 2.56
O -5.32 2.48 3.45
C -3.73 2.43 1.73
C -3.84 1.06 1.54
C -2.82 0.36 0.92
N -1.68 0.94 0.53
C -1.57 2.27 0.69
C -2.57 3.05 1.25
H -5.76 4.86 2.83
H -4.66 4.88 1.49
H -4.72 0.55 1.90
H -2.91 -0.70 0.77
H -0.64 2.74 0.38
H -2.41 4.11 1.35
C -0.70 -5.55 3.81
C 0.02 -6.10 2.58
C 1.45 -5.57 2.51
C -0.76 -5.81 1.28
N -0.96 -4.41 1.06
C -0.15 -3.50 0.51
N -0.79 -2.34 0.54
N -1.97 -2.57 1.11
N -2.08 -3.78 1.42
H -0.15 -5.80 4.70
H -1.70 -5.98 3.90
H -0.80 -4.47 3.76
H 0.06 -7.19 2.66
H 1.48 -4.48 2.49
H 1.97 -5.95 1.63
H 2.00 -5.90 3.39
H -1.75 -6.26 1.35
H -0.22 -6.23 0.43
H 0.83 -3.70 0.12
C 3.09 0.95 -1.33
P 1.36 1.47 -1.07
C 0.72 1.98 -2.68
C 1.52 2.13 -3.81
C 0.99 2.67 -4.97
C -0.35 3.03 -5.02
C -1.16 2.85 -3.92
C -0.63 2.33 -2.75
C 1.68 3.04 -0.20
C 1.62 4.25 -0.88
C 2.07 5.40 -0.27
C 2.57 5.36 1.02
C 2.62 4.15 1.71
C 2.17 2.99 1.11
H 3.66 1.81 -1.68
H 3.18 0.13 -2.04
H 3.50 0.64 -0.37
H 2.57 1.86 -3.78
H 1.62 2.81 -5.83
H -0.75 3.48 -5.92
H -2.20 3.13 -3.96
H -1.26 2.20 -1.88
H 1.22 4.29 -1.88
H 2.03 6.34 -0.80
H 2.91 6.26 1.50
H 3.01 4.12 2.72
H 2.19 2.05 1.64
F 2.45 0.44 5.62
C 1.90 0.25 4.42
C 2.63 -0.39 3.43
C 2.06 -0.54 2.18
C 0.77 -0.08 1.89
C 0.05 0.51 2.94
C 0.60 0.69 4.19
H 3.62 -0.75 3.65
H 2.63 -1.04 1.42
H -0.97 0.85 2.80
H 0.04 1.16 4.98
```


No. 7
C3H10S2 | ωB97M-V with the def2-TZVPD basis set

Calculated values
ΔE to the lowest compared entry with this formula, charge and spin (eV): 0.353
HOMO level (eV): -9.03
Frontier orbital gap (eV): 9.838
SMILES: CCS.CS
E_LUMO (Ha): 0.030
Charge: 0
E_tot (eV): -24943.344

XYZ file:
```
15
C3H10S2 (ωB97M-V with the def2-TZVPD basis set)
C -3.07 1.05 0.23
C -1.76 1.15 -0.53
S -0.97 -0.50 -0.80
H -2.88 0.70 1.23
H -3.76 0.36 -0.25
H -3.54 2.03 0.25
H -1.84 1.60 -1.52
H -1.03 1.73 0.03
H -0.38 -0.55 0.40
C 2.85 -0.99 -0.04
S 4.31 -1.28 1.01
H 3.06 -1.12 -1.09
H 2.04 -1.65 0.27
H 2.55 0.04 0.12
H 4.43 -2.58 0.70
```


No. 8
C4H6N2O | ωB97M-V with the def2-TZVPD basis set

Calculated values
ΔE to the lowest compared entry with this formula, charge and spin (eV): 3.580
HOMO level (eV): -6.83
Frontier orbital gap (eV): 7.346
E_LUMO (Ha): 0.019
Charge: 0
E_tot (eV): -9269.922

XYZ file:
```
13
C4H6N2O (ωB97M-V with the def2-TZVPD basis set)
N 0.14 -1.46 -1.45
C -0.01 -0.77 -0.26
C 0.83 0.44 -0.22
O 1.89 0.50 -0.94
N 0.35 1.34 0.62
C -0.96 0.94 1.02
C -1.25 -0.25 0.48
H -0.37 -2.34 -1.38
H 0.61 -1.19 0.62
H 1.71 -0.30 -1.56
H 0.79 2.22 0.86
H -1.54 1.60 1.65
H -2.20 -0.75 0.57
```


What did the fifth record say?
C4H9N3 | ωB97M-V with the def2-TZVPD basis set

Calculated values
ΔE to the lowest compared entry with this formula, charge and spin (eV): 1.887
HOMO level (eV): -19.39
Frontier orbital gap (eV): 9.754
SMILES: C=[N+]1CN(C=[NH2+])C1
E_LUMO (Ha): -0.354
Charge: +2
E_tot (eV): -8743.863

XYZ file:
```
16
C4H9N3 (ωB97M-V with the def2-TZVPD basis set)
C -2.75 0.10 0.21
N -1.50 0.07 -0.04
C -0.62 -1.03 -0.12
N 0.57 -0.20 0.11
C 1.84 -0.49 0.04
N 2.84 0.45 0.05
C -0.41 1.08 -0.07
H -3.50 0.97 0.11
H -3.23 -0.83 0.67
H -0.50 -1.41 -1.14
H -0.86 -1.84 0.56
H 2.09 -1.54 -0.06
H 3.77 -0.08 0.11
H 2.73 1.45 0.19
H -0.20 1.89 0.52
H -0.28 1.39 -1.12
```


- What is the formula in the second record?
  C19H25NO5


Copy entry 4 word for word.
C6H10 | ωB97M-V with the def2-TZVPD basis set

Calculated values
ΔE to the lowest compared entry with this formula, charge and spin (eV): 1.008
HOMO level (eV): -9.22
Frontier orbital gap (eV): 10.327
SMILES: C=CCC(=C)C
E_LUMO (Ha): 0.041
Charge: 0
E_tot (eV): -6382.851

XYZ file:
```
16
C6H10 (ωB97M-V with the def2-TZVPD basis set)
C 1.59 2.07 0.16
C 1.15 0.96 -0.41
C 0.82 -0.29 0.35
C -0.62 -0.76 0.21
C -1.11 -1.66 1.05
C -1.40 -0.33 -1.00
H 1.61 2.14 1.24
H 1.81 2.98 -0.39
H 1.03 0.94 -1.49
H 1.05 -0.16 1.42
H 1.47 -1.11 0.03
H -2.08 -2.11 0.89
H -0.54 -1.97 1.91
H -0.85 -0.61 -1.90
H -1.56 0.75 -1.05
H -2.36 -0.84 -1.02
```